The following is a quantum chemistry calculation of C66H67GeN3OPSi3Tc as an isolated structure in a non-equilibrium geometry, from the OMol25 dataset.

Properties
total charge = +2
E_HOMO (spin up / spin down) = -12.49 / -12.50 eV
multiplicity = 1

The geometry in XYZ format:
```
143
Properties=species:S:1:pos:R:3:lowdin_charge:R:1
Tc 0.19130 -0.31790 -0.00270 1.40
N -0.13760 2.71220 0.87270 -0.12
P -0.55980 1.31500 1.71980 1.00
C -2.35520 1.42270 2.05440 -0.35
C -3.21010 0.44300 1.56250 -0.10
C -4.56210 0.49350 1.85380 -0.06
C -5.06230 1.52610 2.63110 -0.05
C -4.21700 2.51460 3.10860 -0.07
C -2.86320 2.46290 2.83300 -0.10
C 0.11780 1.70070 3.37280 -0.34
C 1.33820 2.35690 3.50620 -0.09
C 1.84690 2.62740 4.76460 -0.06
C 1.13930 2.26090 5.89690 -0.04
C -0.07330 1.60290 5.76980 -0.07
C -0.57460 1.30280 4.51600 -0.11
C 0.25410 3.88810 -1.14590 -0.11
C 0.81740 4.11870 -2.51860 -0.37
C 0.34040 3.28130 -3.64770 -0.03
C -0.05750 2.02750 -3.59350 -0.03
C -0.36090 1.16330 -2.41810 -0.24
N -0.00310 1.41430 -1.01780 -0.13
H -0.34870 3.62450 1.26440 0.06
H -2.80550 -0.36570 0.96510 0.07
H -5.22290 -0.27790 1.49180 0.11
H -6.11490 1.55950 2.86130 0.12
H -4.61180 3.32180 3.70550 0.12
H -2.20060 3.21790 3.23550 0.12
H 1.88160 2.67500 2.62730 0.09
H 2.79740 3.12710 4.86740 0.11
H 1.53110 2.48530 6.87630 0.12
H -0.63220 1.32870 6.65110 0.12
H -1.50980 0.76740 4.43180 0.12
H 0.58510 5.15510 -2.77920 0.10
H 0.39690 3.76150 -4.61290 0.13
H -0.37160 1.55120 -4.51270 0.12
H -1.46850 1.09070 -2.44080 0.18
C 4.28860 0.96910 -2.89070 -0.16
Si 2.84500 0.70980 -1.67920 0.88
C 3.27580 1.47120 0.00910 -0.15
C 2.34760 4.00590 -2.50710 -0.01
C 1.47140 -0.51900 -1.87010 -0.36
C 0.13700 -0.30900 -2.60730 -0.50
C -0.06240 -0.80310 -3.99530 -0.04
C -1.13390 -1.55810 -4.28480 -0.04
C -2.04410 -1.94250 -3.24800 -0.01
C -1.76000 -1.64850 -1.94760 -0.12
N -0.66700 -0.95960 -1.59740 -0.12
Si 2.23310 -2.26380 -2.32780 0.57
C 3.68080 -2.43970 -1.10510 -0.16
C 2.96360 -2.18710 -4.09070 -0.14
C 0.91920 -3.62800 -2.23810 -0.12
H 4.80620 1.91320 -2.71660 0.05
H 3.99470 0.94900 -3.93800 0.05
H 5.01930 0.17500 -2.74230 0.04
H 3.18040 2.55510 -0.00480 0.04
H 4.30560 1.23670 0.27280 0.05
H 2.63400 1.09510 0.80580 0.00
H 2.75240 4.32740 -3.46260 0.11
H 2.78310 4.60710 -1.71610 0.07
H 2.61470 2.96060 -2.36050 0.01
H 0.65430 -0.48800 -4.73390 0.12
H -1.30640 -1.92400 -5.28530 0.13
H -2.92030 -2.51460 -3.49520 0.12
H -2.38160 -2.02250 -1.14870 0.10
H 4.55200 -1.86060 -1.39470 0.03
H 4.00210 -3.47400 -1.05910 0.04
H 3.40460 -2.15030 -0.09620 0.02
H 3.90400 -1.65020 -4.12860 0.02
H 2.30960 -1.74920 -4.83440 0.02
H 3.17430 -3.19870 -4.42150 0.05
H 0.37510 -3.60160 -1.29700 0.01
H 1.40410 -4.59530 -2.32580 0.05
H 0.19810 -3.56380 -3.04950 0.03
O 0.55590 -1.91860 0.88420 -0.45
Si 0.67870 -3.34570 1.65080 0.57
C -0.72900 -4.52610 1.14040 -0.22
C -1.95900 -4.07490 0.67570 -0.12
C -2.93280 -4.96010 0.24590 -0.08
C -2.69380 -6.32340 0.27790 -0.07
C -1.49560 -6.79290 0.78850 -0.06
C -0.53180 -5.90300 1.22720 -0.10
C 2.30750 -4.26210 1.26420 -0.25
C 2.35670 -5.29130 0.33020 -0.14
C 3.48550 -6.08030 0.19260 -0.07
C 4.58920 -5.85880 0.99790 -0.07
C 4.56030 -4.82870 1.92200 -0.07
C 3.43390 -4.03440 2.04830 -0.10
C 0.68450 -3.13600 3.53990 -0.23
C 0.96770 -4.26540 4.30600 -0.09
C 1.00120 -4.20160 5.68600 -0.06
C 0.77530 -2.99470 6.32720 -0.06
C 0.49960 -1.86370 5.57890 -0.07
C 0.44170 -1.93870 4.19760 -0.09
H -2.15260 -3.01150 0.67070 0.07
H -3.88190 -4.59220 -0.11440 0.10
H -3.44060 -7.01770 -0.07570 0.11
H -1.30800 -7.85460 0.84300 0.11
H 0.38810 -6.29070 1.63750 0.10
H 1.49440 -5.49970 -0.28130 0.08
H 3.49600 -6.87970 -0.53160 0.11
H 5.46100 -6.48980 0.91060 0.11
H 5.41360 -4.65210 2.55720 0.11
H 3.42420 -3.24120 2.78160 0.11
H 1.17520 -5.20390 3.81460 0.10
H 1.21020 -5.09100 6.26130 0.11
H 0.82140 -2.93590 7.40410 0.11
H 0.33640 -0.91900 6.07430 0.08
H 0.21150 -1.05090 3.61900 0.06
C 0.02270 2.69570 -0.52690 -0.41
Ge -0.00460 5.66670 -0.21010 1.10
C -0.39110 6.88060 -1.73550 -0.28
C 0.47790 7.83660 -2.24430 -0.10
C 0.14310 8.55210 -3.38100 -0.07
C -1.06360 8.32010 -4.01710 -0.07
C -1.94900 7.38640 -3.50380 -0.07
C -1.61730 6.68110 -2.36330 -0.11
C 1.65710 5.97830 0.83750 -0.26
C 2.80960 6.47160 0.23920 -0.13
C 3.96480 6.65640 0.97940 -0.07
C 3.98270 6.34550 2.32950 -0.07
C 2.84010 5.84780 2.93350 -0.08
C 1.68740 5.66220 2.19030 -0.13
C -1.63360 5.63540 0.91720 -0.29
C -1.80440 6.61210 1.89200 -0.10
C -3.01630 6.75810 2.54400 -0.06
C -4.08770 5.95180 2.19860 -0.07
C -3.93400 4.98660 1.21700 -0.10
C -2.71160 4.82040 0.59210 -0.14
H 1.42150 8.02680 -1.75320 0.09
H 0.82490 9.29340 -3.77120 0.11
H -1.32240 8.87740 -4.90420 0.11
H -2.89820 7.21070 -3.98860 0.11
H -2.31470 5.96530 -1.94540 0.10
H 2.81190 6.71320 -0.81520 0.08
H 4.84860 7.05380 0.50510 0.11
H 4.87870 6.50210 2.91190 0.11
H 2.84030 5.61900 3.98920 0.10
H 0.79820 5.27430 2.67380 0.09
H -0.98750 7.28030 2.12340 0.11
H -3.13220 7.51980 3.29980 0.11
H -5.04230 6.08260 2.68600 0.11
H -4.76920 4.36690 0.92600 0.11
H -2.59460 4.05150 -0.16480 0.10
```

---

The following is a quantum chemistry calculation of an isolated ion of composition C5H10NO2 and charge -1 in a non-equilibrium geometry, from the OMol25 dataset.

Properties
SMILES = CC(C)CNC(=O)[O-]
total charge = -1
E_HOMO = -3.98 eV
relative energy (zero: lowest compared OMol25 entry of this formula, charge and spin) = 0.303 eV
multiplicity = 1

The geometry in XYZ format:
```
18
Properties=species:S:1:pos:R:3:lowdin_charge:R:1
C 0.85328 -1.53776 1.45872 -0.10
C -0.29660 -0.54955 1.56061 -0.42
C -1.39301 -1.08182 2.48902 -0.11
C -0.80778 -0.19197 0.12923 -0.23
N -0.11337 0.92726 -0.40417 0.01
C 0.48016 0.96473 -1.73919 -0.80
O 0.27956 -0.06375 -2.40892 -0.08
O 1.16722 1.98598 -1.93453 -0.10
H 1.76924 -1.13075 1.01372 0.08
H 0.61465 -2.36089 0.77249 0.07
H 1.21694 -2.08873 2.33127 0.06
H 0.04876 0.34780 2.06538 0.11
H -0.95921 -1.41780 3.43307 0.06
H -1.88804 -1.94324 2.01764 0.07
H -2.18200 -0.35542 2.68294 0.06
H -1.90710 -0.09115 0.26496 0.10
H -0.68425 -1.08988 -0.46494 0.10
H -0.12801 1.74944 0.16879 0.10
```